{
  "formula": "C21H37BrFN2O2S",
  "method": "ωB97M-V/def2-TZVPD",
  "symbols": ["C", "C", "C", "C", "C", "C", "Br", "C", "C", "C", "C", "C", "C", "O", "C", "N", "O", "C", "C", "C", "C", "S", "C", "F", "N", "C", "C", "C", "H", "H", "H", "H", "H", "H", "H", "H", "H", "H", "H", "H", "H", "H", "H", "H", "H", "H", "H", "H", "H", "H", "H", "H", "H", "H", "H", "H", "H", "H", "H", "H", "H", "H", "H", "H", "H"],
  "coordinates": [[-4.15599, 3.41752, -2.04497], [-3.22804, 3.05907, -1.37622], [-2.07127, 2.60138, -0.60852], [-0.81950, 2.50564, -1.48596], [0.51189, 2.05886, -0.83045], [0.52039, 1.32143, 0.49407], [-0.11789, 2.36186, 2.03471], [-0.09976, -0.10040, 0.58086], [-0.11614, -1.03026, -0.63612], [-1.50483, -1.66105, -0.91326], [-2.17283, -1.11773, -2.18381], [-3.70743, -1.24647, -2.19850], [-4.30886, -0.20712, -3.13856], [-5.68237, -0.42367, -3.37021], [-6.52990, 0.07470, -2.35247], [0.62514, -0.63034, 1.75783], [0.07591, -1.57183, 2.55084], [0.42618, -2.93878, 2.14377], [0.91127, -3.73621, 3.35311], [2.41723, -4.09256, 3.32825], [1.72908, -0.03353, 2.03605], [2.65124, -0.38556, 3.48828], [2.00235, 0.96069, 0.89701], [2.48645, 0.10465, -0.14327], [2.88124, 2.00970, 1.13201], [4.29423, 1.64683, 1.41696], [5.24846, 2.01060, 0.25915], [6.29459, 0.90920, 0.04530], [-5.02839, 3.81884, -2.50523], [-2.31719, 1.65695, -0.11303], [-1.91964, 3.33041, 0.18889], [-0.66336, 3.49523, -1.91686], [-1.05200, 1.86880, -2.33981], [1.00998, 1.39563, -1.53875], [1.15609, 2.93140, -0.72762], [-1.13691, 0.01349, 0.90801], [0.18609, -0.48183, -1.52674], [0.62123, -1.82383, -0.52557], [-2.17367, -1.53843, -0.05849], [-1.37066, -2.73808, -1.03952], [-1.73462, -1.59001, -3.06424], [-1.93166, -0.04938, -2.26103], [-3.97985, -2.24128, -2.55177], [-4.06803, -1.10552, -1.17704], [-4.13750, 0.80431, -2.75216], [-3.80224, -0.28076, -4.10447], [-7.11586, -0.73650, -1.91412], [-5.96869, 0.55745, -1.54682], [-7.22429, 0.80697, -2.76973], [1.19156, -2.90289, 1.36937], [-0.46568, -3.39214, 1.71152], [0.67968, -3.16228, 4.24970], [0.34137, -4.66221, 3.40615], [2.57805, -5.16655, 3.34268], [2.90262, -3.69562, 4.22185], [2.93668, -3.64158, 2.48201], [1.93067, 0.44135, 4.26764], [2.91130, 2.61642, 0.32114], [4.61909, 2.14947, 2.32741], [4.39422, 0.57842, 1.59217], [5.76625, 2.93951, 0.49323], [4.68286, 2.10266, -0.67050], [6.91554, 1.10161, -0.82659], [6.91752, 0.78061, 0.93150], [5.78858, -0.04723, -0.11907]],
  "lowdin_charge": [0.13, -0.14, -0.24, -0.16, -0.16, -0.59, 0.94, -0.21, -0.10, -0.18, -0.20, -0.16, -0.25, -0.18, -0.10, -0.08, -0.03, -0.13, -0.20, -0.10, -0.44, 0.96, -0.50, 0.04, 0.05, -0.20, -0.22, -0.10, 0.04, 0.10, 0.08, 0.12, 0.10, 0.12, 0.12, 0.14, 0.11, 0.11, 0.11, 0.12, 0.13, 0.09, 0.12, 0.11, 0.09, 0.13, 0.09, 0.08, 0.09, 0.12, 0.13, 0.11, 0.11, 0.07, 0.07, 0.06, -0.06, 0.12, 0.12, 0.07, 0.11, 0.11, 0.08, 0.08, 0.07],
  "total_energy_ha": -4154.01311,
  "charge": 1,
  "homo_energy_ev": -11.43
}

---

{
  "formula": "C21H37Cl2N2O4Pd",
  "method": "ωB97M-V/def2-TZVPD",
  "symbols": ["O", "C", "C", "C", "H", "C", "H", "C", "H", "C", "H", "C", "H", "H", "C", "C", "H", "H", "H", "C", "C", "H", "H", "H", "H", "Pd", "Cl", "Cl", "H", "H", "C", "C", "N", "H", "C", "O", "H", "H", "H", "H", "H", "H", "C", "C", "N", "H", "C", "O", "H", "H", "H", "H", "C", "C", "O", "C", "C", "H", "H", "H", "H", "H", "H", "H", "H", "H", "H"],
  "coordinates": [[-4.26576, 0.02463, -1.37017], [-4.80714, 0.04319, -2.45740], [-5.36270, -1.12854, -3.14915], [-5.29726, -2.39885, -2.57332], [-4.82906, -2.50550, -1.60458], [-5.82517, -3.48690, -3.24146], [-5.77544, -4.47184, -2.79699], [-6.42188, -3.31756, -4.48771], [-6.83435, -4.17204, -5.00804], [-6.49061, -2.05745, -5.06601], [-6.95514, -1.92945, -6.03431], [-5.96156, -0.96563, -4.39746], [-6.01007, 0.02196, -4.84058], [-4.91783, 0.99763, -3.01517], [1.50821, -0.15268, -2.75949], [2.12163, 0.31664, -1.48276], [2.20413, -0.14309, -3.60172], [0.65659, 0.47680, -3.01454], [1.11469, -1.16105, -2.65235], [3.32489, 0.88983, -1.37522], [4.30864, 1.19436, -2.46564], [3.65082, 1.21976, -0.39158], [4.00548, 0.80180, -3.43244], [5.29613, 0.78448, -2.23471], [4.44457, 2.27356, -2.58039], [1.01442, 0.09275, 0.20496], [0.91010, -2.23706, 0.08113], [-1.01261, 0.50900, -0.81410], [-3.18747, -1.90130, 2.25249], [-1.92471, -3.61204, 3.66187], [-2.24225, -1.64038, 1.77762], [-1.02642, -3.31009, 3.12449], [-1.14504, -1.93959, 2.67841], [-2.22039, -0.58897, 1.52371], [-0.12651, -1.08780, 2.81797], [-0.06371, 0.04849, 2.33358], [-0.17156, -3.41197, 3.78737], [0.68581, -1.48463, 3.44299], [-2.12464, -2.20512, 0.85441], [-0.88311, -3.97160, 2.26990], [1.79789, 5.24032, 2.12157], [-0.78020, 5.26390, 2.65466], [1.51168, 4.81496, 1.15929], [-0.91143, 4.81648, 1.66867], [0.27051, 4.07751, 1.28142], [2.28675, 4.14029, 0.81746], [0.20831, 2.76905, 1.02265], [1.19590, 2.09340, 0.69023], [-1.76789, 4.15059, 1.69921], [-0.77929, 2.31948, 1.10987], [1.39622, 5.62628, 0.44087], [-1.11590, 5.61309, 0.95291], [3.39773, 0.00969, 3.66725], [2.97267, 0.73594, 2.37815], [2.75771, -0.08521, 1.22425], [3.59480, -1.22994, 1.02838], [5.09044, -0.89577, 0.88485], [2.65028, -0.73850, 3.97356], [3.49533, 0.75834, 4.48226], [4.37524, -0.49711, 3.57961], [2.03511, 1.24282, 2.65878], [3.72023, 1.51851, 2.12860], [3.42411, -1.97178, 1.83831], [3.35561, -1.70791, 0.06388], [5.51083, -0.37979, 1.76645], [5.65788, -1.83911, 0.73909], [5.28576, -0.25928, 0.00418]],
  "lowdin_spin": [0.01, 0.00, 0.00, 0.00, 0.00, 0.00, 0.00, 0.00, 0.00, 0.00, 0.00, 0.00, 0.00, 0.00, 0.03, 0.21, 0.01, 0.00, 0.00, 0.02, 0.01, 0.01, 0.00, 0.00, 0.00, 1.22, 0.13, 0.12, 0.00, 0.00, 0.00, 0.00, 0.01, 0.00, 0.03, 0.01, 0.00, 0.00, 0.00, 0.00, 0.00, 0.00, 0.00, 0.00, 0.00, 0.00, 0.01, 0.06, 0.00, 0.00, 0.00, 0.00, 0.00, 0.01, 0.06, 0.01, 0.00, 0.00, 0.00, 0.00, 0.00, 0.00, 0.00, 0.00, 0.00, 0.00, 0.00],
  "total_energy_ha": -2281.07872,
  "charge": -1,
  "homo_energy_ev": [-1.12, -3.62],
  "spin_multiplicity": 3,
  "e_above_lowest_kcal_mol": 15.7
}

---

{
  "formula": "C21H37F3N4O21S2",
  "method": "ωB97M-V/def2-TZVPD",
  "symbols": ["O", "C", "O", "C", "C", "F", "O", "H", "H", "H", "O", "C", "O", "C", "C", "F", "O", "H", "H", "H", "O", "C", "O", "C", "C", "F", "O", "H", "H", "H", "C", "N", "O", "O", "H", "H", "H", "C", "N", "O", "O", "H", "H", "H", "C", "N", "O", "O", "H", "H", "H", "C", "N", "O", "O", "H", "H", "H", "O", "S", "O", "C", "C", "C", "C", "H", "H", "H", "H", "H", "H", "H", "H", "O", "S", "O", "C", "C", "C", "C", "H", "H", "H", "H", "H", "H", "H", "H"],
  "coordinates": [[4.25706, -3.49898, -2.75674], [4.81253, -4.18222, -3.59648], [6.00829, -4.00610, -3.97118], [6.23040, -4.79517, -5.15677], [5.22571, -5.91521, -4.91231], [5.61206, -6.88458, -4.04855], [4.20610, -5.18035, -4.28233], [6.01127, -4.37666, -6.13909], [7.28699, -5.04314, -5.05564], [4.90574, -6.46108, -5.79986], [-8.11419, -1.00802, 6.36274], [-7.31590, -0.97443, 5.42554], [-6.72692, -2.09905, 4.88264], [-5.65377, -1.61799, 4.07554], [-6.13140, -0.22909, 3.68921], [-6.76808, -0.08213, 2.55609], [-7.04001, 0.04456, 4.74258], [-4.73304, -1.68203, 4.65541], [-5.44469, -2.12577, 3.13398], [-5.32451, 0.50300, 3.65675], [-6.76700, 8.21963, -4.98149], [-7.15271, 7.37117, -4.17271], [-8.35167, 7.36360, -3.58828], [-8.22362, 6.61297, -2.36286], [-7.12555, 5.60580, -2.72976], [-7.72036, 4.60275, -3.45520], [-6.40796, 6.34620, -3.67485], [-7.82241, 7.18488, -1.52617], [-9.17089, 6.22762, -1.98568], [-6.59172, 5.16038, -1.89027], [-0.61851, 0.79034, -1.03549], [-1.35863, 0.73675, -2.31144], [-2.59397, 0.96712, -2.33421], [-0.68845, 0.46530, -3.25889], [-0.27433, 1.82429, -1.05999], [0.15255, 0.02148, -0.98621], [-1.38879, 0.76308, -0.26476], [-6.56885, -0.64652, -6.56021], [-5.91942, -1.73425, -7.25913], [-6.47219, -2.83261, -7.24210], [-4.85152, -1.47039, -7.83951], [-6.20194, 0.26411, -7.03374], [-6.10961, -0.67655, -5.57214], [-7.62285, -0.78419, -6.31888], [0.51548, 1.95476, 7.60821], [-0.67907, 1.77814, 6.72013], [-1.70756, 1.22343, 7.20463], [-0.59795, 2.22859, 5.60823], [1.23437, 1.44629, 6.96576], [0.30657, 1.44877, 8.55078], [0.78251, 2.98970, 7.82198], [-1.34549, 3.25090, -8.26053], [-0.68183, 4.46747, -7.69843], [0.15385, 4.24581, -6.86098], [-1.02777, 5.56080, -8.07797], [-1.03139, 3.21587, -9.30370], [-2.38625, 3.53414, -8.10339], [-1.21530, 2.34793, -7.66404], [1.37796, -3.77792, 3.12634], [1.78081, -4.31225, 4.40740], [1.14293, -3.77829, 5.63398], [1.50948, -6.13870, 4.34483], [2.91357, -6.62684, 3.96208], [3.89463, -5.79266, 4.77783], [3.61617, -4.32261, 4.49053], [0.58743, -6.29343, 3.78449], [1.34949, -6.46697, 5.37184], [3.08310, -7.70115, 4.03429], [3.04507, -6.41928, 2.90014], [4.94764, -5.96994, 4.55913], [3.75438, -6.04690, 5.82844], [3.92726, -4.16942, 3.45716], [4.01493, -3.56859, 5.16916], [9.37872, 2.01510, 2.27433], [8.19403, 2.61513, 1.56508], [8.31601, 3.20867, 0.15820], [6.85131, 1.30413, 1.64062], [5.51952, 2.13077, 1.71490], [5.82316, 3.22842, 2.84077], [7.23996, 3.71192, 2.65207], [7.08008, 0.77612, 2.56634], [6.99769, 0.66032, 0.77333], [5.20439, 2.56493, 0.76605], [4.70253, 1.49947, 2.06430], [5.74873, 2.73505, 3.80986], [5.06616, 4.00635, 2.94025], [7.78260, 3.74693, 3.59675], [7.37667, 4.72012, 2.26096]],
  "lowdin_charge": [0.15, -0.62, 0.12, -0.02, -0.31, 0.07, 0.14, 0.14, 0.15, 0.17, 0.13, -0.58, 0.07, -0.06, -0.32, 0.12, 0.18, 0.14, 0.14, 0.17, 0.14, -0.51, 0.09, -0.05, -0.28, 0.05, 0.12, 0.13, 0.14, 0.17, 0.04, -0.46, 0.02, 0.08, 0.11, 0.11, 0.09, 0.02, -0.44, 0.06, 0.04, 0.10, 0.11, 0.11, 0.04, -0.43, 0.03, 0.07, 0.10, 0.09, 0.10, 0.04, -0.47, 0.07, 0.07, 0.10, 0.10, 0.10, -0.34, 0.70, -0.36, -0.20, -0.23, -0.24, -0.21, 0.11, 0.10, 0.12, 0.11, 0.12, 0.12, 0.10, 0.11, -0.38, 0.78, -0.38, -0.20, -0.18, -0.20, -0.26, 0.10, 0.10, 0.11, 0.10, 0.11, 0.11, 0.10, 0.10],
  "total_energy_ha": -3716.92479,
  "homo_energy_ev": -10.40,
  "smiles": "O=C1OC[C@@H](F)O1.O=C1OC[C@@H](F)O1.O=C1OC[C@@H](F)O1.C[N+](=O)[O-].C[N+](=O)[O-].C[N+](=O)[O-].C[N+](=O)[O-].O=S1(=O)CCCC1.O=S1(=O)CCCC1",
  "e_above_lowest_kcal_mol": 0.1
}

---

{
  "formula": "C21H37F4O15",
  "method": "ωB97M-V/def2-TZVPD",
  "symbols": ["F", "C", "C", "O", "C", "O", "O", "F", "H", "H", "H", "C", "C", "O", "C", "O", "O", "F", "H", "H", "H", "C", "C", "O", "C", "O", "O", "F", "H", "H", "H", "C", "O", "C", "C", "O", "C", "C", "O", "C", "H", "H", "H", "H", "H", "H", "H", "H", "H", "H", "H", "H", "H", "H", "C", "O", "C", "C", "O", "C", "C", "O", "C", "H", "H", "H", "H", "H", "H", "H", "H", "H", "H", "H", "H", "H", "H"],
  "coordinates": [[0.59038, 0.42915, -0.77641], [2.70420, 0.42553, 1.78644], [1.25669, -0.10958, 2.27912], [1.08669, 0.58267, 3.53020], [2.31984, 1.03614, 3.89574], [2.42295, 1.45588, 5.07167], [3.28006, 0.74102, 3.07566], [1.36925, -1.44464, 2.59973], [2.54109, 1.05676, 1.17418], [3.18432, -0.31453, 1.34794], [0.47824, 0.04642, 1.75115], [-1.98069, -1.15673, -1.05510], [-1.63289, -1.74690, 0.33960], [-2.44831, -2.88404, 0.37496], [-3.23154, -2.94348, -0.57474], [-3.97738, -3.87815, -0.78609], [-3.08470, -1.95038, -1.41068], [-1.95129, -0.85231, 1.26661], [-1.29518, -1.24846, -1.77327], [-2.26001, -0.06647, -1.13088], [-0.42405, -1.91713, 0.48907], [2.27952, 2.54513, -2.29887], [2.90518, 1.18454, -2.69527], [4.31718, 1.43367, -2.35313], [4.41130, 2.49399, -1.73489], [5.57209, 2.90682, -1.49125], [3.31096, 3.22631, -1.73859], [2.89716, 1.02178, -4.10082], [1.56789, 2.46098, -1.67506], [2.00204, 2.78770, -3.32816], [2.40662, 0.35021, -2.04603], [1.16244, 5.41408, 3.56554], [0.17167, 4.60419, 2.91079], [0.50672, 4.15898, 1.62384], [-0.53381, 3.19434, 1.03018], [-1.73864, 3.64609, 1.32663], [-2.86403, 2.89380, 0.76836], [-4.20651, 3.60498, 0.86832], [-4.42393, 4.14312, 2.20137], [-5.67758, 4.63679, 2.41830], [0.50627, 5.87074, 4.38415], [1.66179, 6.05190, 2.86594], [1.89561, 4.73170, 4.00646], [1.51720, 3.83430, 1.29901], [0.40559, 4.99024, 0.93952], [-0.42673, 2.17098, 1.56630], [-0.27637, 2.77855, 0.01817], [-2.87539, 1.98456, 1.37960], [-2.53116, 2.62252, -0.19176], [-5.03146, 2.82494, 0.59527], [-4.17334, 4.32189, -0.00996], [-5.93303, 5.63562, 1.91596], [-5.83863, 4.91297, 3.37582], [-6.42192, 3.73855, 2.26247], [-1.19194, -5.06559, -3.92969], [-0.57922, -4.18900, -3.12446], [0.55325, -3.58635, -3.73930], [1.38413, -2.98383, -2.65567], [1.33424, -3.76066, -1.67091], [2.11856, -3.53289, -0.42763], [1.95521, -4.60412, 0.58988], [0.56618, -4.68301, 0.95155], [-0.37198, -5.38222, 0.12073], [-1.29961, -4.73808, -4.79703], [-1.96807, -5.33760, -3.46361], [-0.77765, -6.05332, -3.96798], [0.22576, -2.86723, -4.61240], [1.27151, -4.19546, -4.26232], [0.86372, -2.14687, -2.26056], [2.31786, -2.69338, -3.02792], [1.98802, -2.65476, 0.09391], [3.04413, -3.51917, -0.79855], [2.46220, -4.23631, 1.52144], [2.40690, -5.70544, 0.65112], [0.16929, -5.99806, -0.61597], [-0.96889, -4.52361, -0.42804], [-0.99595, -5.98077, 0.72029]],
  "lowdin_charge": [-0.56, 0.05, -0.20, 0.12, -0.55, 0.08, 0.13, 0.05, 0.02, 0.10, 0.05, -0.05, -0.28, 0.18, -0.70, 0.12, 0.10, 0.08, 0.06, 0.15, 0.21, -0.09, -0.16, 0.17, -0.64, 0.07, 0.12, 0.01, 0.03, 0.15, 0.16, -0.08, -0.18, -0.22, -0.29, -0.12, -0.14, -0.17, -0.16, -0.17, 0.12, 0.07, 0.08, 0.13, 0.11, 0.13, 0.12, 0.13, 0.10, 0.15, 0.13, 0.11, 0.03, 0.12, -0.12, -0.12, -0.16, -0.35, -0.10, -0.09, -0.18, -0.22, -0.07, 0.03, 0.04, 0.11, 0.16, 0.11, 0.11, 0.12, 0.09, 0.09, 0.13, 0.16, 0.09, 0.11, 0.06],
  "total_energy_ha": -2350.07380,
  "charge": -1,
  "homo_energy_ev": -6.88,
  "e_above_lowest_kcal_mol": 42.3
}